No. 1
{"formula": "C13H35BBrClF3N10O20S", "method": "the ωB97M-V functional and the def2-TZVPD basis", "symbols": ["C", "C", "Cl", "C", "B", "N", "Br", "S", "O", "O", "C", "F", "F", "F", "H", "H", "H", "H", "H", "H", "H", "H", "C", "N", "O", "O", "H", "H", "H", "C", "N", "O", "O", "H", "H", "H", "C", "N", "O", "O", "H", "H", "H", "C", "N", "O", "O", "H", "H", "H", "C", "N", "O", "O", "H", "H", "H", "C", "N", "O", "O", "H", "H", "H", "C", "N", "O", "O", "H", "H", "H", "C", "N", "O", "O", "H", "H", "H", "C", "N", "O", "O", "H", "H", "H"], "xyz": [[3.2466, -0.9295, -1.1940], [2.5369, -0.1600, -2.3012], [3.6874, -0.1155, -3.7357], [1.2384, -0.8032, -2.7272], [-0.0726, -0.2826, -1.8991], [-0.6791, 0.8845, -2.6423], [0.3153, 0.2865, 0.0422], [-1.4506, -1.6378, -1.9752], [-1.2292, -2.4712, -3.1354], [-2.7874, -1.0925, -1.8880], [-1.3499, -2.8557, -0.5292], [-0.1763, -2.8383, 0.1256], [-1.5085, -4.1048, -1.0450], [-2.3626, -2.6564, 0.3385], [3.8995, -1.6719, -1.6308], [3.7955, -0.2639, -0.5446], [2.4913, -1.4312, -0.6058], [2.4117, 0.8746, -2.0251], [1.0393, -0.5219, -3.7516], [1.3705, -1.8813, -2.7118], [-0.0184, 1.6518, -2.6065], [-1.4771, 1.2229, -2.1155], [3.2230, 4.9119, -0.6241], [2.4768, 3.8609, -1.3613], [1.5298, 3.3655, -0.7975], [2.8911, 3.5487, -2.4584], [2.7472, 5.0497, 0.3322], [4.2374, 4.5519, -0.5066], [3.1963, 5.8245, -1.2123], [1.9263, 0.8412, 3.2712], [3.1550, 1.4651, 2.7188], [3.9826, 1.9467, 3.4789], [3.2237, 1.4404, 1.5186], [1.9459, 0.9103, 4.3534], [1.0838, 1.3851, 2.8541], [1.9130, -0.1923, 2.9389], [4.4658, 4.8225, 4.3085], [3.9049, 4.6445, 2.9435], [2.8127, 4.1401, 2.8421], [4.5903, 5.0182, 2.0136], [3.7471, 4.4432, 5.0237], [5.3948, 4.2630, 4.3486], [4.6445, 5.8840, 4.4492], [-5.5661, 0.4657, -0.5904], [-6.4351, 1.6191, -0.9435], [-5.9158, 2.6670, -1.2445], [-7.6392, 1.4310, -0.9042], [-4.5266, 0.7607, -0.6635], [-5.8234, 0.1760, 0.4244], [-5.8022, -0.3271, -1.2954], [-1.4505, -6.4038, -2.6819], [-1.1073, -7.8210, -2.9869], [-1.3452, -8.6599, -2.1419], [-0.6086, -8.0509, -4.0662], [-1.8823, -6.3643, -1.6927], [-0.5359, -5.8235, -2.7356], [-2.1566, -6.0682, -3.4343], [-9.2656, -1.2093, -2.5859], [-7.9544, -1.8895, -2.7700], [-7.9457, -3.0940, -2.8867], [-6.9826, -1.1693, -2.7831], [-10.0445, -1.9619, -2.5894], [-9.2229, -0.6792, -1.6391], [-9.3845, -0.5099, -3.4069], [1.0005, -4.2626, 2.6276], [1.5161, -2.9045, 2.3066], [2.3999, -2.8089, 1.4917], [1.0017, -1.9702, 2.8918], [1.5492, -4.9810, 2.0310], [1.1466, -4.4304, 3.6889], [-0.0524, -4.2748, 2.3795], [-3.3985, -3.3900, 3.8322], [-2.0580, -3.9282, 4.1886], [-1.7994, -5.0729, 3.8710], [-1.3062, -3.1848, 4.7718], [-3.9518, -4.1647, 3.3167], [-3.8868, -3.1015, 4.7573], [-3.2393, -2.5259, 3.1940], [6.5360, 7.0310, -0.4628], [5.5418, 8.1328, -0.5877], [5.8853, 9.1502, -1.1477], [4.4475, 7.9254, -0.1147], [7.4610, 7.3516, -0.9252], [6.6669, 6.8312, 0.5959], [6.1223, 6.1627, -0.9660]], "forces_ev_per_a": [[-0.46, 0.18, -0.21], [0.36, -0.46, 0.04], [0.02, 0.22, -0.06], [-0.16, -0.03, 0.52], [0.82, 1.01, -1.01], [-0.40, -0.47, 0.61], [-0.25, -0.29, 0.60], [-0.35, 0.35, -1.07], [0.38, -0.54, 0.10], [-0.32, 0.19, 0.80], [-0.23, -0.37, -0.30], [-0.60, -0.14, -0.19], [0.06, 0.52, 0.59], [0.62, -0.15, 0.02], [0.21, -0.22, -0.02], [0.31, 0.10, 0.17], [-0.06, -0.11, 0.29], [-0.06, 0.36, -0.07], [-0.21, -0.03, -0.30], [0.03, -0.26, -0.02], [0.22, 0.05, -0.21], [-0.20, 0.09, -0.14], [-0.09, 0.12, -0.15], [0.19, 0.03, 0.28], [-0.31, -0.08, -0.15], [0.00, 0.00, -0.22], [-0.04, -0.03, 0.11], [0.05, -0.01, 0.02], [0.03, -0.05, -0.10], [0.13, 0.15, 0.44], [-0.53, -0.36, 0.14], [0.21, -0.38, 0.00], [0.65, 0.35, -0.28], [0.09, 0.06, 0.01], [0.00, -0.06, -0.12], [-0.07, 0.19, -0.10], [-0.05, -0.04, 0.10], [-0.08, -0.06, 0.15], [-0.29, 0.54, -0.13], [0.28, 0.10, 0.07], [-0.02, -0.06, -0.04], [0.01, 0.01, -0.05], [0.06, 0.02, -0.06], [0.22, -0.04, -0.03], [0.01, -0.13, 0.08], [0.05, 0.15, -0.05], [-0.15, -0.04, 0.02], [0.00, 0.04, -0.08], [-0.08, -0.03, -0.02], [0.12, 0.06, 0.17], [-0.04, -0.06, 0.05], [-0.06, 0.12, 0.06], [-0.03, -0.09, 0.11], [0.07, -0.03, -0.17], [-0.01, -0.07, 0.04], [0.00, 0.04, -0.11], [0.08, 0.05, -0.07], [-0.18, -0.12, 0.03], [-0.27, 0.18, 0.06], [0.03, -0.17, -0.01], [0.18, -0.09, -0.20], [0.02, -0.05, -0.02], [0.08, 0.11, -0.04], [0.06, 0.08, 0.03], [0.14, -0.08, -0.14], [-0.20, -0.06, 0.10], [0.31, 0.01, -0.06], [-0.07, -0.32, 0.09], [0.04, 0.03, -0.05], [-0.11, 0.08, 0.05], [-0.05, 0.01, 0.04], [-0.09, -0.06, -0.14], [-0.16, -0.03, -0.05], [-0.06, -0.12, -0.02], [0.13, 0.12, 0.19], [0.04, -0.04, -0.02], [0.05, 0.07, 0.03], [0.03, 0.04, 0.03], [0.16, 0.03, -0.06], [0.15, -0.19, 0.01], [0.04, 0.15, -0.06], [-0.23, 0.05, 0.07], [-0.01, 0.05, -0.03], [-0.10, -0.08, 0.02], [-0.05, -0.03, 0.06]], "homo_energy_ev": -5.69, "e_lumo_ha": 0.060, "charge": -1, "spin_multiplicity": 1, "gap_ev": 7.322, "max_force_ev_per_a": 1.65}

---

No. 2
{"formula": "C21H27MnN3O2", "method": "the ωB97M-V functional and the def2-TZVPD basis", "symbols": ["Mn", "C", "C", "C", "C", "C", "C", "C", "C", "C", "C", "H", "H", "H", "H", "H", "H", "H", "H", "H", "H", "H", "H", "H", "H", "H", "N", "C", "C", "C", "C", "C", "C", "H", "H", "H", "H", "H", "H", "H", "C", "N", "C", "C", "C", "O", "N", "C", "O", "H", "H", "H", "H", "H"], "xyz": [[-0.0732, 0.0776, 0.3490], [-0.8330, 0.1477, 2.6189], [-1.1262, 1.4221, 2.0772], [-2.0579, 1.2461, 1.0391], [-2.3424, -0.1317, 0.9290], [-1.5785, -0.8118, 1.9035], [-1.7031, -2.2519, 2.3017], [-3.3993, -0.7195, 0.0412], [-2.7565, 2.3543, 0.3066], [-0.7571, 2.7600, 2.6509], [-0.0739, -0.1462, 3.8835], [-0.7329, -2.6918, 2.5422], [-2.1488, -2.8483, 1.5072], [-2.3337, -2.3453, 3.1909], [-3.3111, -0.3501, -0.9820], [-4.3952, -0.4529, 0.4059], [-3.3324, -1.8060, 0.0097], [-2.1650, 2.7324, -0.5310], [-2.9519, 3.1896, 0.9821], [-3.7122, 2.0088, -0.0888], [-0.4442, 3.4614, 1.8755], [0.0477, 2.6838, 3.3828], [-1.6199, 3.2015, 3.1579], [-0.7389, -0.5956, 4.6255], [0.3380, 0.7637, 4.3200], [0.7520, -0.8468, 3.7327], [2.0492, 0.6924, 0.6989], [2.7937, -0.5229, 0.5049], [2.3457, -1.6975, 1.0954], [3.0321, -2.8819, 0.8884], [4.1611, -2.9060, 0.0797], [4.6008, -1.7335, -0.5148], [3.9257, -0.5408, -0.2951], [2.4508, 1.4588, 0.1730], [1.9943, 0.9437, 1.6812], [1.4487, -1.6857, 1.7054], [2.6745, -3.7936, 1.3486], [4.6875, -3.8352, -0.0923], [5.4753, -1.7419, -1.1522], [4.2697, 0.3762, -0.7603], [-0.3041, 2.0595, -5.0291], [-0.2004, 1.0244, -4.0131], [-0.0540, -0.2909, -4.3362], [0.0151, -1.2557, -3.4017], [-0.0783, -0.8346, -2.0292], [-0.0458, -1.6055, -1.0379], [-0.1979, 0.4697, -1.7341], [-0.2923, 1.4443, -2.6724], [-0.4469, 2.6318, -2.4341], [-0.2193, 1.6007, -6.0120], [0.4839, 2.7986, -4.8986], [-1.2581, 2.5769, -4.9458], [0.0052, -0.5051, -5.3953], [0.1331, -2.2973, -3.6525]], "forces_ev_per_a": [[-2.18, 0.34, 0.96], [0.72, -0.26, 0.00], [0.32, 0.39, -0.18], [0.02, 0.22, -0.28], [0.10, -0.18, -0.67], [0.26, -0.41, -0.07], [0.12, 0.05, -0.13], [0.15, 0.03, -0.03], [0.19, -0.05, -0.16], [0.15, -0.07, -0.14], [0.05, 0.03, -0.15], [-0.01, -0.02, 0.01], [0.03, -0.03, 0.01], [-0.01, -0.04, -0.01], [-0.01, -0.02, -0.01], [-0.02, -0.04, -0.03], [0.00, 0.00, -0.03], [-0.01, 0.00, 0.01], [-0.03, 0.00, -0.02], [0.00, 0.02, 0.01], [0.00, 0.01, 0.02], [0.01, 0.03, -0.02], [0.03, 0.02, 0.03], [0.03, 0.02, 0.04], [0.02, -0.02, 0.02], [0.00, -0.01, 0.03], [-0.60, -0.53, -0.13], [0.20, 0.03, 0.05], [0.03, -0.02, 0.11], [0.05, 0.02, -0.03], [-0.03, 0.01, 0.00], [0.00, -0.01, -0.01], [-0.05, 0.02, -0.10], [-0.13, 0.03, 0.00], [0.08, 0.08, -0.07], [-0.02, 0.01, -0.01], [-0.01, 0.01, 0.00], [0.01, 0.01, 0.00], [0.00, 0.00, 0.01], [0.02, -0.01, 0.01], [-0.01, 0.01, -0.01], [-0.06, -0.05, -0.01], [0.01, 0.11, -0.01], [-0.07, -0.10, 0.00], [-0.03, -0.02, -0.24], [0.34, 0.11, 0.60], [0.28, 0.27, 0.55], [0.03, 0.01, 0.02], [0.07, 0.05, 0.03], [0.00, -0.02, 0.02], [0.02, -0.01, 0.00], [-0.01, -0.01, 0.00], [0.00, 0.00, 0.00], [-0.01, 0.01, -0.01]], "homo_energy_ev": [-7.40, -7.65], "e_lumo_ha": [0.020, 0.021], "charge": 0, "spin_multiplicity": 2, "gap_ev": [7.957, 8.210], "max_force_ev_per_a": 2.41}

---

No. 3
{"formula": "C2HClO4", "method": "the ωB97M-V functional and the def2-TZVPD basis", "symbols": ["C", "C", "O", "O", "O", "O", "Cl", "H"], "xyz": [[-0.4653, -0.0473, -0.4832], [0.6198, -0.0247, 0.5351], [-1.4516, 0.5917, -0.2888], [0.2420, 1.9359, 1.4917], [0.8391, 0.7937, 1.4928], [-0.2046, -0.7674, -1.5657], [1.5066, -1.4339, 0.6959], [-1.0861, -1.0480, -1.8777]], "forces_ev_per_a": [[0.15, 1.94, 0.58], [0.68, -0.44, 0.86], [-0.80, -0.18, -0.03], [-0.76, 1.60, 0.23], [0.01, -1.33, -1.36], [-0.35, -0.91, 0.08], [0.71, -0.92, 0.06], [0.37, 0.24, -0.42]], "homo_energy_ev": [-9.66, -9.66], "e_lumo_ha": [-0.058, -0.058], "charge": 0, "spin_multiplicity": 1, "gap_ev": [8.088, 8.087], "de_lowest_kj_mol": 604.3, "max_force_ev_per_a": 2.03}

---

Number 1: DFT total energy -6324.8624 Ha. Number 2: DFT total energy -2282.1903 Ha. Number 3: DFT total energy -837.7869 Ha.